131
Properties=species:S:1:pos:R:3:forces:R:3 method="wB97M-V/def2-TZVPD" homo_energy_ha=-0.053 relative_energy_kj_mol=679.67 charge=-1
H 8.4733 -1.5353 -1.4473 -0.5 -0.4 -0.2
Cl -2.1369 3.9703 2.7360 -0.2 0.2 -0.5
H 8.1357 -3.8880 -2.0982 0.4 -0.6 -0.4
H -0.6567 8.0973 -4.3545 -0.5 0.4 0.1
H -2.6874 0.9756 -1.8555 0.9 0.5 0.5
O 0.6815 3.3007 2.3695 0.8 0.3 1.6
C 0.1063 -0.5281 2.7180 0.7 -0.2 1.7
O 1.6963 3.4921 -1.7984 -0.7 0.1 0.1
H -2.3145 -4.1392 2.3345 0.3 -0.4 0.0
C 5.2283 -1.9901 -0.4243 1.0 -1.7 -0.5
C 6.2535 1.4821 2.1530 -1.0 1.1 -0.3
C -2.7158 -1.7736 -2.3588 -1.8 -0.2 -0.9
H -3.3663 -6.2266 3.4084 -0.3 1.0 0.2
C -5.5297 -3.1794 2.3253 -0.4 -0.5 -0.4
C -0.5462 -4.5421 -2.6153 0.0 0.4 1.6
H -2.2296 -0.1703 -5.9097 -0.1 -0.2 1.2
C 4.2207 2.6614 1.3351 1.7 -1.1 0.1
C -4.4372 -0.5665 1.0585 1.5 1.9 -0.4
H -1.8070 -1.0500 5.4527 -0.3 0.3 0.0
C 1.8606 -2.2492 -3.8390 -1.0 -0.8 1.0
C -0.6276 -1.3929 1.8515 -0.5 0.7 -0.3
H 4.2424 -3.9488 -0.4128 -0.1 0.3 -0.3
Ba -0.6300 3.8818 -0.1326 -0.5 -0.8 -0.3
C 5.0929 -3.3821 -0.7899 -0.2 1.6 1.7
C 3.1803 -2.2535 1.5239 1.4 -2.8 2.9
H 2.6210 1.4336 0.5900 1.0 -0.3 -0.1
H 1.1204 -0.1277 2.4419 -1.1 -0.6 0.1
C -4.8633 1.6961 1.8847 1.7 1.0 0.0
H -6.7324 2.5721 1.2489 -0.1 -0.5 0.9
O -0.8632 6.6143 -4.2791 0.7 -0.4 0.2
O -0.7978 9.1369 -4.2911 -0.1 -0.3 0.5
C -0.5597 7.8217 1.5827 0.8 -0.5 0.2
H 5.1651 -2.3260 2.4759 -0.4 -0.5 0.1
C -3.8573 -1.2964 -3.0977 2.4 0.1 1.7
H 4.2635 0.5909 -2.6414 -0.6 -0.5 -0.2
Si 0.3791 -2.2129 0.5797 2.0 -0.1 -0.9
C -3.3722 -4.1992 2.5288 -1.7 -0.8 -1.1
H 3.0318 -2.2905 -5.6556 0.0 0.2 0.6
H -6.1474 -2.2985 2.1614 0.0 -0.4 -0.4
C -0.5778 7.6787 0.1019 -2.4 1.0 -1.6
H -4.4169 2.5232 2.5049 -0.8 -0.5 -1.1
C -0.8131 6.9704 -1.9990 0.9 3.2 2.6
H -4.4731 -0.2008 -4.7829 -0.4 0.2 -0.5
C 1.6523 -1.6003 -2.5899 -2.0 -0.4 -1.2
C -2.4307 -1.3036 3.4275 -1.1 -0.6 -0.9
P 3.8158 -1.1912 0.2886 -1.5 1.0 -1.7
H 6.0063 3.6333 1.9859 0.1 0.1 0.2
C 7.2916 -3.3783 -1.6977 1.3 1.0 0.8
H 4.4349 -3.8330 4.4419 -0.6 0.4 -1.7
C -0.6251 -6.1401 -0.8024 0.1 0.2 -0.9
O -1.5175 10.5349 -2.6590 0.4 -0.6 -0.8
H 1.4275 3.3791 3.0300 -1.1 -0.3 -1.3
P -0.0072 -1.8940 -1.7284 0.1 2.3 -1.3
H 6.5440 -0.2341 -0.6434 -0.1 -1.2 0.3
C 1.8721 -2.7778 1.5733 0.6 0.5 1.3
O -2.2491 1.6800 -1.3116 -2.4 0.4 0.7
N -0.5603 6.5836 -0.6559 0.2 0.8 -0.3
C -3.9726 -5.3261 3.1643 2.4 1.0 -0.5
H -3.6076 3.9463 0.8610 -0.4 -0.5 -1.3
H 2.2965 4.2014 -1.5936 0.7 0.3 0.2
C -6.1361 1.6593 1.3772 -1.8 -1.0 -0.8
C 5.6356 0.2885 1.8228 0.4 -0.5 -0.1
C -2.0152 -1.6097 2.1167 1.5 1.8 1.7
H 3.7044 3.5597 1.1124 -0.4 0.9 0.1
O -3.8356 3.7424 -0.1036 1.1 0.6 1.5
C -3.9661 0.7002 1.5201 -1.4 -1.8 0.6
H -1.2715 7.1660 2.1035 0.2 0.0 -0.3
H -7.2140 -4.3038 2.9270 -0.2 -0.1 0.8
C -0.2334 -3.8453 -0.1790 0.6 -1.8 -0.9
H -0.1839 -5.4858 1.2468 -0.4 -0.2 -0.5
H 7.2417 1.5189 2.6161 -0.4 0.0 -0.1
H -3.0617 2.0925 -0.8437 1.6 -0.7 -0.9
H 2.0932 0.0145 -1.3605 0.6 -0.1 -0.7
C -6.1379 -4.2956 2.9333 1.7 0.6 0.1
H 0.4640 7.5233 1.8491 -0.3 0.2 0.6
H -1.1655 9.7474 -0.3945 0.5 -1.0 -0.3
C 7.5092 -2.0451 -1.3104 -0.9 -0.4 -0.4
C 6.4362 -1.3455 -0.7603 -0.2 1.0 0.0
C -0.7253 6.0808 -3.1519 -1.0 -1.6 -0.3
C 6.1351 -4.0481 -1.3672 -0.4 -0.8 -0.7
C -2.3571 -0.5496 -4.8605 0.3 0.2 -0.6
P -3.2753 -1.9820 0.9460 -0.6 -0.4 -1.0
O -0.6573 4.8352 -2.8697 0.5 0.9 -0.1
H -0.7546 8.8559 1.9037 0.2 -0.4 -0.3
C 2.8750 -1.8342 -4.6665 1.1 0.5 0.2
H 0.3309 -0.0019 4.8335 0.5 0.4 0.4
H 1.1368 3.9056 -2.4832 -0.2 -0.2 -0.3
H 0.5856 -4.0306 2.6821 -0.8 -0.1 0.2
C 3.7766 -0.8301 -4.1798 -0.1 -1.4 -1.4
H -0.2410 -0.8424 -4.4164 -0.1 0.1 -0.5
N -0.9294 8.7797 -0.6756 0.6 -0.7 0.2
H -2.9241 0.8529 1.6454 0.8 0.0 0.7
H -6.1251 -1.4619 -0.0018 0.4 0.3 0.6
C -4.1771 -3.1599 1.9632 0.1 -1.7 2.2
H -4.7930 -1.2506 -2.5670 -0.5 -0.4 -0.3
C -1.1387 9.4436 -3.0657 -0.1 0.1 1.3
H 5.9911 -5.1168 -1.5793 0.3 0.5 0.0
C 4.1529 -2.7406 2.5136 -1.5 0.8 -0.7
C 3.7559 -3.5808 3.5481 2.2 0.2 1.8
H -4.7860 3.8308 -0.1644 -0.3 0.0 0.0
C 3.5533 -0.1888 -2.9847 1.1 0.8 -0.2
H 2.1342 -4.6893 4.4451 0.1 0.1 -0.1
H -0.9268 -6.6387 -2.9452 -0.1 0.8 1.2
C 5.5430 2.6689 1.8328 -0.1 -0.1 0.2
C 4.4462 0.2838 1.0842 -0.4 0.0 0.9
C 3.6755 1.4505 0.9409 -0.2 -0.1 0.2
H -0.1519 3.3502 2.9274 0.6 0.0 -0.8
H -7.6555 0.3082 0.4494 0.6 0.5 0.0
C -3.6331 -0.6453 -4.2951 -0.2 0.0 -0.3
C -5.3024 -5.3159 3.4446 -2.2 0.0 0.2
C 2.4723 -4.0373 3.6434 -1.7 0.3 -1.3
C -0.9783 8.3738 -1.9791 -0.2 -1.3 -1.2
H -2.8618 -2.4092 -1.4673 0.2 0.8 -0.6
C -1.5455 -0.9863 4.4044 1.3 1.4 1.2
C 1.5670 -3.6170 2.6489 1.1 -1.0 0.7
H -0.7341 -7.1723 -0.5851 0.0 -0.8 0.6
H 1.1591 -3.0965 -4.0581 0.9 0.9 -0.2
C -6.6149 0.4453 0.7850 0.4 1.4 -0.2
C -0.2905 -0.4007 4.0698 -1.2 -1.6 -2.2
C 2.4499 -0.5336 -2.2496 -1.6 0.6 1.5
H 4.6876 -0.6762 -4.7700 -0.4 0.3 0.2
H 6.0866 -0.6877 2.1059 -0.1 1.0 -0.5
H -5.6806 -6.0548 4.1649 -0.2 0.0 -0.8
C -1.2703 -0.9660 -4.0996 -0.2 0.8 -0.9
C -0.3599 -5.2022 0.1992 0.0 0.6 -0.1
C -0.2078 -3.6418 -1.5834 -1.1 0.6 0.1
H -3.5109 -1.3600 3.6241 0.6 -0.3 0.3
C -0.7559 -5.8289 -2.1777 0.1 -1.3 0.0
C -5.7335 -0.6000 0.5712 -1.1 -0.9 -0.1
C -1.4447 -1.5305 -2.8538 0.8 -1.2 -0.4
H -0.8006 -4.2506 -3.6266 0.5 0.2 0.0